Molecular formula: C50H82F6HfN5O16S2
Method: DFT, ωB97M-V with the def2-TZVPD basis set

## Properties
E_tot: -4874.90640 Ha
Charge: +1
Spin multiplicity: 1
Kohn-Sham gap: 4.3 eV

Positions of all 162 atoms, in Å:
Hf  -1.931  -1.606  0.534
C  -1.488  1.856  -2.534
C  -3.009  1.860  -2.526
C  -3.428  2.167  -3.981
C  -4.925  1.905  -4.200
C  -5.248  0.516  -3.790
C  -4.814  0.089  -2.387
N  -3.465  0.526  -2.045
O  -3.054  0.103  -0.779
C  -4.968  -1.449  -2.491
C  -5.892  0.691  -1.415
C  -3.496  3.037  -1.627
H  -0.977  1.477  -1.649
H  -0.976  2.759  -2.868
H  -1.156  1.171  -3.324
H  -2.851  1.683  -4.775
H  -3.237  3.199  -4.281
H  -5.167  1.979  -5.261
H  -5.523  2.623  -3.635
H  -4.687  -0.130  -4.476
H  -6.283  0.348  -4.094
H  -4.431  -1.926  -3.309
H  -6.031  -1.642  -2.643
H  -4.803  -1.964  -1.539
H  -6.518  1.446  -1.892
H  -5.508  1.170  -0.514
H  -6.590  -0.066  -1.051
H  -4.539  3.337  -1.529
H  -3.072  3.942  -2.070
H  -3.011  3.035  -0.651
C  -3.411  1.934  1.974
C  -2.925  1.660  3.369
C  -4.107  2.208  4.266
C  -4.004  1.691  5.745
C  -4.003  0.164  5.743
C  -2.809  -0.428  4.909
N  -2.758  0.180  3.561
O  -1.923  -0.421  2.609
C  -3.093  -1.935  4.789
C  -1.453  -0.265  5.615
C  -1.662  2.416  3.857
H  -4.140  2.747  1.902
H  -4.019  1.208  1.430
H  -2.597  2.254  1.322
H  -5.051  1.837  3.864
H  -4.123  3.296  4.289
H  -4.884  2.029  6.289
H  -3.032  2.014  6.115
H  -4.858  -0.451  5.469
H  -3.732  -0.070  6.776
H  -2.411  -2.363  4.047
H  -4.039  -2.054  4.257
H  -3.006  -2.518  5.703
H  -1.241  0.712  6.037
H  -0.650  -0.769  5.078
H  -1.562  -0.954  6.460
H  -1.950  3.183  4.574
H  -1.210  2.847  2.964
H  -0.932  1.782  4.347
C  1.718  -0.982  -2.217
F  1.769  -2.051  -3.001
F  2.886  -0.364  -2.240
F  0.761  -0.175  -2.558
S  1.422  -1.580  -0.373
O  0.884  -2.907  -0.534
O  2.656  -1.348  0.341
N  0.071  -0.610  0.210
S  0.674  0.874  0.549
O  1.623  1.409  -0.393
O  -0.404  1.767  0.850
C  1.587  0.637  2.243
F  2.891  0.995  2.036
F  1.191  1.504  3.175
F  1.559  -0.585  2.757
C  2.821  -8.027  1.585
C  3.831  -7.046  1.547
C  3.798  -6.143  0.517
C  2.814  -6.180  -0.466
C  1.773  -7.094  -0.349
C  1.783  -8.038  0.702
N  2.752  -5.109  -1.409
O  2.051  -5.314  -2.398
O  3.358  -4.074  -1.196
H  2.953  -8.756  2.374
H  4.551  -7.029  2.352
H  4.615  -5.434  0.469
H  0.988  -7.206  -1.083
H  1.063  -8.844  0.682
C  0.769  1.244  -6.080
C  1.458  0.088  -5.788
C  2.734  -0.210  -6.281
C  3.315  0.733  -7.147
C  2.698  1.981  -7.440
C  1.488  2.216  -6.826
N  4.649  0.486  -7.747
O  5.386  1.438  -7.903
O  4.836  -0.683  -8.024
H  -0.182  1.396  -5.591
H  1.074  -0.605  -5.051
H  3.201  -1.141  -5.999
H  3.076  2.831  -7.988
H  0.985  3.173  -6.866
C  2.619  2.788  -3.332
C  2.812  4.237  -3.636
O  2.077  4.787  -4.429
C  4.026  4.939  -3.054
H  3.112  2.435  -2.429
H  3.150  2.375  -4.194
H  1.544  2.633  -3.262
H  3.775  5.685  -2.296
H  4.616  5.543  -3.743
H  4.626  4.164  -2.578
C  -1.744  -1.703  -4.217
C  -1.499  -2.553  -3.008
O  -1.578  -2.133  -1.857
C  -0.946  -3.922  -3.279
H  -0.762  -1.378  -4.574
H  -2.239  -0.769  -3.949
H  -2.144  -2.228  -5.083
H  -0.065  -3.866  -3.921
H  -1.697  -4.442  -3.880
H  -0.712  -4.529  -2.408
C  -0.003  5.010  -1.074
C  -1.018  5.195  0.061
O  -2.174  5.464  -0.198
C  -0.538  5.317  1.483
H  0.744  4.231  -0.909
H  0.456  5.985  -1.238
H  -0.492  4.701  -1.996
H  -0.246  4.378  1.965
H  -1.188  5.718  2.258
H  0.404  5.868  1.427
C  0.555  -3.404  4.190
C  0.195  -3.658  2.738
O  -0.491  -2.890  2.080
C  0.951  -4.764  2.132
H  -0.160  -2.722  4.646
H  1.532  -2.950  4.351
H  0.495  -4.418  4.585
H  1.473  -5.436  2.808
H  1.699  -4.139  1.627
H  0.452  -5.356  1.366
C  4.037  2.474  5.380
C  3.226  2.629  6.648
O  3.468  1.975  7.634
C  2.064  3.565  6.665
H  5.125  2.534  5.412
H  3.838  3.332  4.732
H  3.710  1.583  4.843
H  1.994  4.016  7.654
H  1.088  3.095  6.525
H  2.150  4.293  5.859
C  5.092  -1.745  2.493
C  6.027  -2.833  1.874
O  6.336  -3.808  2.527
C  6.549  -2.566  0.452
H  4.050  -2.047  2.370
H  5.143  -0.843  1.885
H  5.319  -1.658  3.552
H  5.718  -2.382  -0.233
H  7.055  -3.476  0.137
H  7.126  -1.642  0.423

Force components x, y, z for each atom (eV/Å):
1.59 6.25 0.13
1.16 -0.94 -0.68
0.08 1.18 1.15
-1.15 0.02 -0.56
0.76 0.61 0.01
1.07 -0.43 -1.32
-1.81 -0.11 0.56
0.54 -1.34 -1.87
1.08 -1.74 2.14
-0.58 0.12 1.19
-0.22 -0.27 0.51
1.09 0.89 -0.33
-0.48 0.33 0.28
-0.58 0.49 0.39
-0.22 -0.30 0.02
0.07 -0.89 0.42
0.14 0.28 0.86
-0.07 0.38 0.04
0.00 0.14 -0.12
0.08 -0.03 -0.16
-0.22 -0.46 0.99
0.27 0.19 0.11
0.00 0.05 -0.30
0.49 -0.02 0.08
0.15 0.01 -0.21
0.45 -0.12 -0.12
0.03 -0.16 -0.12
-0.26 -0.90 -0.06
0.14 0.00 -0.08
-0.31 -0.41 0.09
0.21 1.15 -1.81
-1.11 -0.37 1.88
0.22 -1.76 1.36
-0.77 -0.46 -2.43
2.22 -0.09 0.21
0.72 -0.01 -0.16
-1.46 0.24 -1.07
-1.12 -1.70 -2.02
0.31 0.20 -1.80
-0.76 -1.51 1.30
-0.14 0.14 -1.03
0.34 0.49 0.65
0.58 -0.88 0.49
-0.07 -0.35 -0.10
-0.07 0.12 -0.11
0.18 0.00 -0.47
0.41 0.38 0.39
-0.32 0.24 0.63
-0.56 0.85 -0.06
-0.25 -0.58 0.04
0.43 -0.05 0.28
-0.39 -0.14 0.58
-0.30 0.27 0.12
0.25 0.00 -0.35
0.18 0.83 -0.50
0.17 0.30 0.46
0.17 0.23 -0.19
0.26 0.24 0.35
-0.08 -0.10 -0.24
1.20 -0.27 1.53
-0.32 0.24 0.19
-0.23 -0.19 -0.16
-0.71 0.26 -0.57
-0.01 -0.13 -0.88
-0.32 0.35 0.56
-1.60 -0.10 -0.48
1.83 -1.35 -0.77
-0.70 2.77 1.14
-0.12 -1.63 0.50
-0.07 -0.83 0.23
2.16 1.18 0.21
-0.89 -0.74 -0.33
-0.86 -0.42 -0.59
-0.43 0.05 -0.33
1.33 0.28 1.34
-1.36 -0.82 -0.20
1.16 0.61 -0.01
-0.43 -0.65 1.99
0.02 -0.88 0.07
0.14 0.38 -1.54
-0.48 0.33 -1.62
0.29 0.43 0.39
0.01 -0.42 0.02
-0.49 -0.22 -0.06
0.31 0.15 -0.28
-0.21 0.29 -0.19
0.05 0.45 -0.15
-0.17 0.13 0.20
1.93 0.21 -0.17
0.39 -0.69 0.40
-0.18 1.23 -0.96
-0.41 1.03 0.04
-0.24 -0.91 1.35
-2.24 -0.31 0.61
-1.12 -0.24 0.49
0.00 -0.61 -0.15
0.87 0.25 -0.21
-0.07 0.45 -0.23
-0.25 -0.14 -0.21
0.29 0.09 -0.20
0.75 -0.50 -0.24
0.32 0.21 -0.48
0.27 0.39 0.43
0.24 1.40 -0.47
-0.05 -0.04 0.29
0.15 -0.21 0.50
-0.02 0.12 0.02
-0.53 -0.75 -0.05
0.11 -0.56 -0.45
-0.46 -0.28 0.20
-0.15 -0.43 -0.48
0.38 0.32 0.02
0.36 0.71 0.36
1.24 -0.73 -0.50
-0.92 0.21 1.39
-0.62 -0.30 -0.28
0.25 -0.17 0.16
-0.43 -0.25 -0.03
-0.37 -0.13 0.28
0.05 0.18 0.06
0.00 -0.13 -0.04
-0.01 0.33 0.15
-0.33 -0.55 0.21
-0.96 0.78 -0.07
0.35 -0.40 -0.11
1.35 -0.66 0.58
0.22 0.25 0.48
0.23 -0.08 0.00
-0.35 0.34 0.10
0.16 -0.37 -0.67
-0.48 0.55 -0.75
-0.04 0.24 0.28
-1.25 0.00 -0.55
1.48 0.22 1.06
-2.01 0.66 -1.27
0.23 -0.27 -0.72
-0.11 -0.23 0.03
0.24 -0.36 -0.37
0.25 0.27 0.74
-0.16 0.21 0.21
0.35 -0.36 -0.30
-0.17 0.29 -0.04
-0.22 1.20 -1.01
0.42 -0.92 0.48
0.23 -0.13 0.05
-0.51 0.72 -0.36
-0.01 -0.64 0.87
-0.41 -0.15 -0.20
0.13 -0.10 0.08
0.18 0.22 -0.11
0.20 -0.51 -0.12
-0.04 0.28 0.27
0.39 -0.92 -1.04
-0.41 0.76 0.43
-0.20 0.37 -0.67
-0.84 -0.57 0.68
0.02 -0.34 0.11
0.29 0.30 0.47
0.03 0.34 -0.09
-0.22 -0.07 0.12
0.44 0.34 -0.15
0.39 -0.24 0.11